C12H6NO5Sr as an isolated structure in a non-equilibrium geometry, computed with the ωB97M-V functional and the def2-TZVPD basis.

Net charge   +1
Electronic energy   -25095.1528 eV
Kohn-Sham gap (alpha / beta)   6.082 / 6.082 eV
E_HOMO (alpha / beta)   -10.3 / -10.3 eV

Each line ends with the Löwdin charge.
CARTESIAN COORDINATES (ANGSTROEM)
Sr 0.296 -1.352 -2.451  1.43
O -0.305 -2.445 -4.633  -0.25
O -0.035 3.737 -4.851  0.04
O 2.547 1.287 -3.936  0.10
O -0.031 2.431 -1.570  0.11
O -2.276 0.897 -4.061  0.04
N 0.014 -1.221 0.054  0.04
C -0.114 -0.697 2.560  -0.22
C 0.156 0.808 4.443  -0.05
C 0.002 1.290 -1.817  -0.08
C 0.153 0.606 3.064  -0.01
C -0.018 2.705 -5.366  0.04
C -0.668 -1.284 -4.980  -0.29
C -0.185 -1.792 3.435  -0.01
C -1.386 0.144 -3.936  -0.30
C -0.179 -1.558 4.820  -0.05
C -0.094 -0.995 1.181  -0.13
C 1.741 0.481 -3.683  -0.07
C 0.026 -0.275 5.320  -0.04
H 0.345 1.831 4.772  0.12
H 0.065 -0.056 6.379  0.12
H 0.358 1.392 2.318  0.13
H 0.080 -0.720 -5.679  0.09
H -0.254 -2.380 5.534  0.12
H -0.239 -2.833 3.082  0.13